{
  "formula": "C6H18N7",
  "method": "the ωB97M-V functional and the def2-TZVPD basis",
  "charge": 1,
  "fmax_ha_per_bohr": 0.059,
  "e_above_lowest_ev": 0.7808,
  "species": ["C", "C", "C", "C", "C", "C", "N", "N", "N", "N", "N", "N", "N", "H", "H", "H", "H", "H", "H", "H", "H", "H", "H", "H", "H", "H", "H", "H", "H", "H", "H"],
  "coordinates": [[0.021, 2.207, -2.286], [0.168, -2.089, 2.504], [-0.481, -0.855, 1.840], [0.632, 1.490, -1.189], [-0.232, 1.070, 0.074], [0.453, -0.305, 0.716], [-0.248, 3.000, -3.083], [-1.629, -0.958, -3.140], [1.808, 0.988, -1.189], [-0.004, 2.012, 1.149], [-1.621, 0.844, -0.265], [0.703, -1.153, -0.340], [1.780, 0.132, 1.188], [0.511, -2.843, 1.720], [1.074, -1.543, 3.067], [-0.600, -2.595, 3.252], [-1.375, -1.107, 1.379], [-0.662, -0.055, 2.633], [-1.395, -1.936, -3.067], [-2.652, -0.793, -3.380], [2.211, 0.287, 0.112], [2.446, 0.982, -1.989], [-0.663, 1.767, 1.980], [0.039, 2.949, 0.858], [-1.777, 0.816, -1.313], [-2.346, 1.500, 0.179], [-0.191, -1.441, -0.721], [1.341, -1.896, -0.170], [1.687, 0.840, 1.880], [-1.230, -0.644, -4.040], [2.231, -0.671, 1.641]]
}